(1)
Density functional theory data (the ωB97M-V functional and the def2-TZVPD basis) for C21H31BN3O6P as an isolated structure in a non-equilibrium geometry.

```
63
Properties=species:S:1:pos:R:3
P -2.00065 0.32264 -1.63451
O -1.12920 -0.73297 -0.67842
O -1.09528 1.53632 -2.31000
O -3.07677 1.08151 -0.60050
O -2.80208 2.05916 -4.07184
O -2.78120 -0.48588 -2.64407
O -0.48001 1.91034 -4.68079
N 5.18332 0.83099 0.63360
N -5.06339 -2.80086 0.07870
N -1.15321 0.53144 3.59278
C -1.47317 -1.55474 4.74700
C 0.15289 -1.10901 -1.26112
C 5.84937 1.71710 -0.11520
C -1.61185 -0.72521 3.64624
C -0.33117 0.23834 5.83334
C 7.96976 0.94441 0.63512
C -7.20838 -1.95781 0.76021
C 1.85886 -0.03773 0.49770
C -0.52580 0.98658 4.68346
C -0.81738 -1.05905 5.86202
C -7.00858 -0.80244 0.01967
C 1.19469 -1.34460 -0.10150
C -5.82790 -0.65449 -0.69142
C 0.19449 0.65079 -4.84860
C -6.21071 -2.91893 0.75766
C 1.39219 1.30356 -0.16120
C 5.91830 0.00245 1.38384
C 7.23089 1.81340 -0.15210
C 7.30304 0.01873 1.42195
C -4.89319 -1.67658 -0.63118
C 1.75016 0.79009 -4.63265
B -1.46326 1.81264 -3.65940
H 1.86588 2.12802 0.43460
H -0.16675 2.00780 4.61647
H 2.13794 1.72283 -5.10854
H 1.78094 1.45182 -1.20100
H 0.50969 -0.41480 -2.05201
H 1.69200 0.05323 1.59704
H 5.35235 -0.70575 1.97971
H -3.95731 -1.60816 -1.17296
H -3.06166 0.59272 0.23832
H 1.96817 -2.04609 -0.49739
H 9.05224 0.98853 0.63573
H 0.06282 0.35313 -5.91522
H -7.76478 -0.02656 -0.00312
H -6.32041 -3.83762 1.32412
H 7.84519 -0.67507 2.05060
H -2.11530 -1.07262 2.75010
H 2.30375 -0.06720 -5.09016
H -2.77654 2.94955 -4.44958
H 2.00825 0.79036 -3.54882
H -1.86748 -2.56210 4.73104
H 5.22845 2.37795 -0.71052
H 2.96895 -0.11255 0.34064
H 0.18648 0.66053 6.68444
H 0.67034 -1.85847 0.74413
H -0.68682 -1.67603 6.74299
H -0.21062 -0.16000 -4.19731
H -0.01046 -2.10293 -1.75436
H -8.11783 -2.10906 1.32697
H 7.71564 2.54946 -0.77953
H 0.29750 1.48683 -0.11498
H -5.63542 0.23204 -1.28021
```

Properties
- relative energy (zero: lowest compared OMol25 entry of this formula, charge and spin) (kcal per mole) = 0.0
- Kohn-Sham gap (eV) = 9.9
- total charge = 0
- 2S+1 = 1
- maximum force (eV Å⁻¹) = 3.5

***

(2)
Density functional theory data (the ωB97M-V functional and the def2-TZVPD basis) for C21H31BiClN2O2 as an isolated structure in a non-equilibrium geometry.

```
58
Properties=species:S:1:pos:R:3
Bi -0.03259 0.40414 0.51429
Cl -2.05406 -0.15987 -0.76397
O -0.87883 -3.33299 2.17295
O 0.34869 3.06009 -2.68446
N -0.55438 -1.16659 1.74558
N 0.08299 2.06163 -0.70612
C 1.62697 -2.56922 -2.93495
C -0.69437 3.35118 -0.59267
C 1.41144 -4.58804 -1.50218
C 0.99114 -2.78428 0.75972
C -0.91346 -0.94733 4.16516
C 1.70308 -1.20374 -3.15277
C 0.17562 4.36647 0.13873
C -0.17723 -2.37152 1.55139
C 0.67083 2.06646 -1.84013
C 0.95308 -0.84584 -0.87178
C 1.71296 1.12527 -2.27685
C -2.75518 -0.23653 2.60911
C -2.04513 -2.65021 2.71863
C 1.05718 -2.21970 -0.63377
C 1.40076 -0.33536 -2.09384
C -0.80128 3.71241 -2.07367
C -2.05608 3.20865 0.04618
C 2.11955 -0.71053 -4.50853
C 1.35701 -3.09834 -1.68393
C -1.60568 -1.19108 2.82897
C 0.43102 1.68050 2.33987
H -3.19788 -0.37165 1.62842
H -2.59079 4.15433 -0.04343
H -1.69561 3.29768 -2.53784
H -2.63347 2.42491 -0.43211
H 3.09098 -0.21446 -4.48809
H 2.60889 1.35573 -1.69047
H 1.22036 2.40691 2.08436
H 0.38601 4.02961 1.14654
H -1.95942 2.97529 1.10097
H -2.28667 -3.10507 3.67343
H -2.86258 -2.78561 2.01104
H -0.34459 5.32297 0.18781
H -0.14027 -1.69314 4.34627
H 1.40383 -0.00461 -4.92948
H -0.45394 2.18168 2.77878
H -2.41614 0.79007 2.69764
H 1.12040 4.51787 -0.38224
H -3.51239 -0.40984 3.37382
H 1.95259 1.35247 -3.30742
H 1.83422 -3.24387 -3.75621
H 0.49652 -4.98571 -1.06360
H -0.72876 4.77731 -2.26744
H -1.64450 -1.01043 4.97103
H 0.95087 1.05521 3.08538
H 2.23917 -4.89716 -0.86213
H 1.02477 -3.86597 0.75152
H -0.45668 0.03493 4.18089
H 1.49410 0.35207 0.83120
H 1.54974 -5.07970 -2.46175
H 2.20014 -1.54205 -5.20408
H 1.87704 -2.44539 1.30624
```

Properties
- Kohn-Sham gap (eV) = 3.3
- total charge = -1
- 2S+1 = 1
- maximum force (eV Å⁻¹) = 6.6

***

(3)
Density functional theory data (the ωB97M-V functional and the def2-TZVPD basis) for C21H31Br2NPS as an isolated structure.

```
57
Properties=species:S:1:pos:R:3
Br -2.73561 -0.76795 -1.99585
Br -4.28930 -0.86922 2.35168
S -0.25973 0.03668 -0.13992
P -1.43460 -0.67850 1.40715
N 0.13751 2.40447 -5.80789
C 0.61394 -3.40650 0.05882
C 4.41161 -3.38413 -0.20061
C -1.19473 0.25935 2.96153
C 0.41780 -2.74223 1.26623
C -4.97295 -1.73313 -0.57882
C 0.27695 1.80107 -3.49544
C -3.15430 -0.57627 0.80190
C -0.28691 1.49276 2.89452
C 2.13505 2.84858 -4.55990
C -0.89060 2.67133 2.14108
C 1.52713 -2.31579 2.00841
C 1.37828 2.87822 -5.72289
C 1.56901 2.29764 -3.42281
C 3.01698 -3.18028 0.31144
C 1.44380 3.39031 1.26238
C -0.96167 -2.43720 1.78266
C 0.08308 3.81294 1.81510
C -0.39165 1.87814 -4.70778
C -3.47581 -1.52946 -0.35466
C 1.90288 -3.62565 -0.41113
C 2.81581 -2.52850 1.53334
H -1.41349 2.36123 1.24175
H -1.40423 1.50062 -4.80801
H 4.50974 -4.30845 -0.75715
H 2.02956 -4.15010 -1.34511
H 1.78255 3.30271 -6.63467
H -0.20605 1.36335 -2.63231
H 2.02434 4.27587 1.02683
H 1.39320 -1.82616 2.96442
H -1.72043 -3.11315 1.40362
H -5.48223 -0.77952 -0.48452
H 3.13957 3.24791 -4.54973
H 1.36151 2.79959 0.35386
H -0.74443 -0.45418 3.64452
H -2.16925 0.50530 3.37287
H -5.37746 -2.45752 0.11448
H -0.25031 -3.73247 -0.49946
H -0.14376 1.80630 3.92504
H 2.00604 2.83328 2.00517
H 0.26055 4.39263 2.71446
H -0.39584 4.43940 1.07123
H 4.67068 -2.57963 -0.88655
H -1.65244 3.09535 2.79350
H 0.90169 0.22794 0.50638
H -3.34269 0.43764 0.46350
H 3.66436 -2.20849 2.11524
H 2.12725 2.25782 -2.49489
H -0.94730 -2.50911 2.86417
H -5.13155 -2.07074 -1.59413
H 5.13007 -3.34752 0.60818
H -2.98888 -2.48901 -0.22970
H 0.68730 1.18247 2.52842
```

Properties
- Kohn-Sham gap (eV) = 8.7
- total charge = +1
- 2S+1 = 1
- maximum force (eV Å⁻¹) = 1.0